No. 1
The following is a DFT calculation (ωB97M-V with the def2-TZVPD basis set) of the molecule C23H16BrN5OS at a distorted geometry.

Values from the calculation:
Electronic energy: -4207.26686 Eh
HOMO energy: -0.29076 Ha
Structure (SMILES): Cc1[nH]n(-c2ncc(-c3ccccc3)s2)c(=O)c1[C@@H](c1ccc(Br)cc1)C(C#N)C#N
Gap between HOMO and LUMO: 8.166 eV

```
47
Properties=species:S:1:pos:R:3:forces:R:3:lowdin_charge:R:1
Br -6.369328 1.117150 4.479283 0.17 0.05 -0.17 0.730
S 2.306672 -0.918823 -0.457921 0.05 -0.64 -0.49 1.197
O 0.756186 1.008298 0.357343 0.01 0.08 0.08 -0.034
N 0.832740 -2.264155 -2.112003 -1.10 0.56 -0.02 0.058
N -1.455485 -0.565101 -1.717355 -0.14 -0.05 -0.04 0.140
N -0.015159 2.161467 3.052075 0.14 -0.19 0.56 0.215
N -0.234631 -0.422657 -1.124328 -0.39 0.42 0.16 0.002
N 0.834297 3.922579 -0.853121 0.36 0.23 -0.46 0.206
C -2.242853 0.463955 -1.324049 0.42 -0.01 0.19 -0.209
C 6.203007 -4.218576 -1.489258 0.03 -0.06 -0.03 -0.084
C -5.220175 2.638972 2.360360 -0.13 -0.05 0.16 -0.120
C 5.146157 -2.069532 -0.108745 -0.14 -0.11 -0.15 -0.058
C -1.546269 1.253105 -0.443265 -0.11 0.17 -0.15 -0.074
C 2.984720 -2.318722 -1.267949 -0.95 0.11 -0.30 -0.432
C -2.976990 1.025907 2.097117 -0.09 0.07 -0.06 -0.021
C 2.039795 -2.872834 -2.089206 0.87 0.06 0.42 -0.174
C 4.348835 -2.743747 -1.035984 0.61 -0.11 0.17 -0.245
C 0.082500 3.622977 -0.048187 0.11 0.30 -0.07 -0.196
C -3.132552 2.131061 1.268238 -0.16 0.11 -0.02 -0.205
C 0.835135 -1.242559 -1.315685 0.83 -0.37 0.07 -0.536
C -0.946217 3.300139 0.920629 -0.44 0.21 -0.14 -0.218
C 6.448498 -2.465025 0.122996 0.12 -0.02 0.04 -0.080
C 6.983023 -3.541583 -0.565752 0.07 0.01 0.04 -0.092
C -4.258250 2.932511 1.411125 0.14 -0.09 0.00 -0.028
C -3.636212 0.608820 -1.813473 0.05 -0.03 -0.02 0.019
C -5.045504 1.533401 3.174705 -0.18 -0.01 0.12 -0.677
C -3.929240 0.723333 3.052171 -0.09 -0.01 0.08 -0.102
C -2.078080 2.477440 0.240207 -0.19 -0.23 0.00 -0.177
C -0.385144 2.626573 2.077543 0.00 0.15 0.27 -0.204
C -0.230179 0.697431 -0.293045 -0.21 -0.24 -0.29 -0.391
C 4.899741 -3.827213 -1.725142 -0.08 0.15 0.09 -0.032
H 2.166784 -3.740570 -2.709289 0.16 -0.18 -0.07 0.107
H -4.391966 3.795292 0.773792 0.00 0.09 -0.09 0.119
H 6.614354 -5.058073 -2.030630 0.03 -0.06 -0.04 0.103
H 7.049599 -1.931273 0.844135 0.05 0.04 0.06 0.104
H 4.305528 -4.362379 -2.449221 -0.05 -0.06 -0.08 0.104
H -2.102651 0.400491 2.002441 0.08 -0.08 -0.01 0.123
H -2.530913 3.130460 -0.518851 0.12 0.01 0.19 0.157
H 8.001485 -3.851318 -0.384979 0.08 -0.02 0.02 0.100
H -1.594711 -1.263358 -2.429098 0.10 0.01 0.01 0.168
H -4.327944 0.648087 -0.973287 -0.03 -0.02 0.04 0.091
H -6.094723 3.261851 2.466882 -0.07 0.03 0.02 0.102
H 4.732344 -1.229594 0.430589 0.05 0.07 0.10 0.084
H -3.905032 -0.224554 -2.456316 -0.09 -0.03 -0.06 0.085
H -3.803269 -0.132021 3.697122 0.00 -0.06 0.06 0.106
H -3.742839 1.535576 -2.376262 -0.02 0.03 -0.04 0.097
H -1.375086 4.246794 1.283648 0.02 -0.23 -0.10 0.172
```
Positions in Å, forces in eV/Å.

=====

No. 2
The following is a DFT calculation (ωB97M-V with the def2-TZVPD basis set) of a cluster of 7 separate species, C5H27N3O6 in total at a distorted geometry.

Values from the calculation:
Total charge: +2
Electronic energy: -821.74923 Eh
HOMO energy: -0.56321 Ha
Gap between HOMO and LUMO: 9.915 eV
Energy relative to the best compared isomer or geometry (same formula, charge and spin): 5.101 eV

```
41
Properties=species:S:1:pos:R:3:forces:R:3:lowdin_charge:R:1
O 1.214440 -2.010021 3.035778 4.28 5.73 1.74 -0.067
O 1.482640 3.316009 -1.109946 0.76 -1.55 3.54 -0.001
O -1.831151 -0.728280 -3.284890 -0.26 -0.87 -0.38 -0.056
O 2.641750 3.380865 1.146473 3.93 -2.28 1.32 -0.059
O -3.626806 -2.820892 0.490741 -0.47 0.51 -0.19 -0.092
O -2.511876 0.966296 3.904493 -2.23 0.88 -3.64 -0.035
N -0.210371 -2.495232 0.279245 0.36 0.19 -0.42 0.158
N 1.802613 0.823981 -0.192707 -1.49 2.50 -2.84 0.188
N -1.980602 -0.598314 1.557031 0.76 -1.36 0.46 0.185
C -0.265448 -1.183406 -0.125946 -1.96 -0.09 0.02 -0.300
C 2.091735 0.818108 -2.526194 0.86 2.50 -4.24 -0.090
C 1.694373 -0.082913 -1.422185 4.63 -1.22 1.59 -0.349
C 0.396046 -0.852754 -1.417153 -0.36 3.43 -2.58 -0.109
C -1.070917 -0.241047 0.492151 1.39 -0.69 -2.52 -0.068
H 0.034935 -3.302449 -0.305287 0.04 1.08 0.09 0.146
H 2.346938 4.247151 1.136378 -1.39 2.75 -0.11 0.001
H -2.880853 -1.106479 1.398025 0.81 -0.32 -0.85 0.149
H 0.869317 3.196425 -1.747931 -3.13 -0.08 -3.52 0.013
H -3.321307 1.551878 3.849925 1.56 -0.97 0.83 0.103
H -1.131775 0.790916 0.088694 -0.23 -1.05 0.50 0.138
H 3.577472 3.520462 1.540166 -2.19 -0.61 -0.79 0.122
H 1.292305 1.173421 -3.166654 -0.98 -0.35 -0.13 0.082
H -1.419386 -1.166743 2.233379 -0.89 0.93 0.16 0.170
H -0.208449 -0.097191 -2.093644 0.16 -1.76 1.79 0.139
H -4.509835 -2.521693 0.112520 1.60 -1.60 0.62 0.101
H 0.542461 -1.649807 -2.120758 -0.20 -0.88 0.14 0.133
H 2.260143 -1.852261 2.979850 -3.82 -1.43 0.02 0.142
H -2.178479 0.891284 4.755299 0.57 0.14 2.67 0.017
H 1.547639 0.447773 0.690849 0.32 -0.55 1.16 0.126
H 1.050386 1.599963 -0.423550 1.83 -1.52 1.08 0.161
H 2.652871 1.432827 -0.283634 -0.65 -0.84 0.93 0.155
H -3.446510 -3.792882 0.510782 -1.18 1.24 -0.35 0.081
H -0.837362 -2.739573 1.003717 -0.54 -0.48 0.53 0.069
H 2.498539 1.890431 -2.338848 -0.01 -2.39 0.55 0.115
H -2.255697 0.270209 1.942155 -0.19 1.06 1.81 0.098
H 2.665355 -0.745332 -1.533016 -2.01 0.53 1.69 0.187
H 1.996410 4.037066 -1.336416 1.64 2.44 -0.64 0.055
H -1.925770 -1.592028 -3.731831 0.24 0.52 0.20 0.072
H 0.885086 -2.774529 2.717418 -0.46 -4.25 -1.75 -0.059
H 2.780887 0.362343 -3.325346 -0.85 0.39 1.52 0.131
H -2.711749 -0.363581 -3.379134 -0.28 0.33 -0.05 0.049
```
Positions in Å, forces in eV/Å.

=====

No. 3
The following is a DFT calculation (ωB97M-V with the def2-TZVPD basis set) of a cluster of 8 separate species, C5H26N2O7 in total at a distorted geometry.

Values from the calculation:
Total charge: +1
Electronic energy: -841.93959 Eh
HOMO energy (alpha / beta): -0.48331 / -0.48315 Ha
Multiplicity: 2
Gap between HOMO and LUMO (alpha / beta): 8.864 / 5.295 eV
<S²>: 0.76
Energy relative to the best compared isomer or geometry (same formula, charge and spin): 0.125 eV

```
40
Properties=species:S:1:pos:R:3:forces:R:3:lowdin_charge:R:1
O -1.614336 -0.444697 3.047486 0.79 -0.38 0.58 -0.077
O -2.697507 0.868667 -0.554967 -0.17 1.58 0.59 -0.056
O -1.331163 0.523425 -2.936749 0.23 0.12 0.04 -0.054
O 1.023692 -0.951171 -3.484653 -0.05 0.24 0.15 -0.033
O -3.415718 -2.075468 1.438534 0.74 -0.07 0.67 -0.073
O -1.051471 3.798258 -1.234479 0.22 -0.09 -0.16 -0.039
O -3.699255 1.048046 2.457813 0.09 0.33 0.96 -0.054
N 2.078680 1.845121 -1.202573 -0.29 -3.15 -0.93 0.248
N -0.168917 -0.597486 0.576972 0.67 0.09 -1.24 0.063
C 1.239086 -0.904706 0.457754 0.97 -1.00 0.82 -0.378
C 1.681522 -2.039989 1.447518 -1.44 -0.11 0.19 -0.019
C 2.714937 0.794042 -0.619559 -1.24 0.95 1.09 -0.289
C 2.154869 0.365613 0.686028 -0.44 0.30 0.03 -0.075
C 3.767555 0.112455 -1.236990 1.75 0.43 -0.21 0.225
H -1.833758 0.524327 -0.310892 -0.38 -0.80 -0.22 -0.022
H 2.876070 0.130565 1.460153 0.33 0.21 -0.18 0.122
H 1.226859 -0.943180 -4.427800 0.05 -0.05 0.02 0.076
H -0.379401 0.647064 -2.969602 0.04 -0.06 -0.31 -0.013
H -1.397401 -0.433999 -3.004296 -0.18 -0.06 -0.07 0.037
H 2.038254 1.637717 -2.204657 0.31 1.22 -0.21 0.137
H -0.244788 3.851837 -0.715344 -0.09 0.03 0.08 0.017
H -1.096480 -0.915973 3.712218 -0.09 0.05 0.09 0.070
H 1.738169 -3.015860 0.963923 0.91 0.19 -0.27 0.087
H 1.856546 -0.855378 -3.020225 0.27 -0.28 -0.19 0.007
H 4.179324 0.336584 -2.218405 -0.58 0.14 -0.13 0.106
H -0.645044 -1.278514 -0.004621 -0.45 0.07 0.28 0.102
H 1.495885 -1.313165 -0.527120 -0.57 0.25 -0.14 0.123
H 2.495765 -1.774646 2.116046 0.27 -0.34 -0.27 0.076
H -3.379367 0.240998 -0.787780 0.45 -0.63 0.07 0.051
H 1.116717 1.899475 -0.860393 0.14 0.74 0.25 0.116
H -1.231855 2.867028 -1.416322 -0.28 -0.03 0.10 0.003
H -2.600066 -1.615913 1.706920 -0.41 0.34 -0.36 -0.019
H 4.499096 -0.409604 -0.629326 -0.51 -0.44 0.17 0.110
H -3.132969 1.494288 1.822951 -0.49 -0.19 -0.62 0.029
H -2.085774 0.250673 3.529120 -0.44 -0.05 -0.40 0.059
H -3.579105 -2.499322 2.294342 -0.55 -0.20 -0.35 0.046
H 0.814667 -2.273014 2.075405 0.09 0.47 0.33 0.073
H -4.408011 0.573291 2.016859 0.27 0.09 -0.38 0.049
H -0.499342 -0.635729 1.542582 -0.06 0.17 -0.26 0.043
H 1.494031 1.168336 1.014128 0.13 -0.08 0.38 0.128
```
Positions in Å, forces in eV/Å.

=====

No. 4
The following is a DFT calculation (ωB97M-V with the def2-TZVPD basis set) of a structure of composition C37H56Cl2EuN6O5S2Si4 at a distorted geometry.

Values from the calculation:
Total charge: -2
Electronic energy: -5733.49013 Eh
HOMO energy (alpha / beta): -0.06195 / -0.07441 Ha
Multiplicity: 8
Gap between HOMO and LUMO (alpha / beta): 5.356 / 5.695 eV
<S²>: 15.76

```
113
Properties=species:S:1:pos:R:3:forces:R:3:lowdin_charge:R:1
Eu 0.045053 -0.116396 -0.477441 0.71 -0.08 -0.13 1.365
Cl -5.216117 -4.226962 4.927005 -0.07 0.41 -0.31 0.455
Cl -6.582368 -1.654136 4.589074 -1.11 1.22 1.18 0.526
S 3.163078 6.132299 -0.755482 0.03 0.12 0.59 0.990
S 0.770536 1.787862 7.120246 -0.19 -0.13 -1.76 0.439
Si -1.187880 -1.359877 -5.203474 -0.09 -0.20 0.28 0.338
Si -0.450484 -1.985306 -3.014973 -0.12 0.27 -0.48 0.295
Si 1.348567 -3.239443 -3.774174 -0.32 -0.40 -0.52 0.265
Si -1.946224 -3.575234 -2.104947 0.91 0.12 0.51 0.300
O -1.135553 -1.270791 1.372827 0.75 -0.29 -0.07 -0.164
O -6.045418 2.100210 1.198254 0.81 0.12 -0.36 0.052
O -2.968119 -1.775843 2.530936 -0.88 -0.50 0.64 -0.005
O -0.524151 2.144608 -1.209747 -0.08 0.77 -0.32 -0.222
O -1.912493 3.903090 -1.455587 -0.15 0.75 -0.42 0.029
N -2.172839 0.868613 0.267189 -1.73 -0.15 0.53 0.050
N 0.608159 0.736250 4.473610 -0.16 -0.13 1.44 0.003
N 1.645635 2.625658 4.630402 -0.26 -0.76 -1.00 -0.135
N 0.800385 -1.570826 4.907968 0.11 0.26 -0.39 0.151
N 1.099649 5.182368 0.544083 0.97 0.85 0.59 0.108
N 1.190835 4.473225 -1.649260 -0.16 0.11 -0.09 0.149
C -1.047277 -2.969073 5.405394 -0.84 0.94 -0.27 -0.054
C 1.550284 6.003509 2.802497 0.36 0.11 -1.26 -0.034
C 1.713018 2.205072 3.275741 0.60 0.30 0.05 -0.016
C 4.157513 1.957280 -0.226961 -1.00 0.68 -0.93 -0.134
C 2.417575 -2.447832 -5.183593 0.58 -0.47 -0.51 -0.237
C -3.938859 2.471974 0.059500 -0.62 0.63 -1.29 0.036
C -3.662221 -2.869319 -1.819995 0.85 -0.26 1.07 -0.220
C 2.491985 3.626173 5.185847 -0.86 2.53 0.27 -0.074
C -5.563017 -2.813658 3.863077 0.24 -0.87 -1.45 -1.068
C 0.003327 -0.525641 4.850262 0.58 0.55 0.50 -0.298
C -4.757638 1.732974 0.882779 0.10 -1.38 0.29 -0.275
C 0.278295 -2.778528 5.177649 1.34 0.70 -0.67 -0.135
C -2.327290 -1.123953 1.722746 0.06 1.11 -1.16 -0.643
C 1.073669 -5.039337 -4.410994 2.13 0.06 -0.40 -0.240
C -1.333722 -0.567910 5.183148 -1.14 0.80 -0.57 -0.012
C 3.982437 7.059786 1.850426 0.25 0.48 0.20 -0.097
C -0.602347 0.470986 -5.521711 0.33 -0.96 0.14 -0.234
C 2.437918 6.658646 3.620503 -1.29 -0.96 1.06 -0.142
C -1.854359 -1.820152 5.380610 -0.42 -0.77 0.84 -0.069
C 3.962432 0.546803 0.301406 1.28 0.88 1.25 -0.593
C 1.873958 5.963088 1.439137 -2.40 -1.70 0.39 -0.334
C -1.417434 -4.306891 -0.357933 -0.57 -0.15 -1.82 -0.194
C -3.006255 0.114393 1.027891 1.52 -0.25 0.60 -0.164
C -3.083174 -1.343805 -5.304437 0.15 0.49 0.29 -0.256
C -0.724506 -2.454254 -6.742048 -1.00 -1.03 0.80 -0.228
C 2.480662 -3.497551 -2.313684 0.05 0.12 -1.61 -0.239
C -1.618471 2.790237 -1.069589 -0.38 -1.33 0.60 -0.627
C 1.667288 5.147085 -0.624649 0.33 0.86 1.31 -0.696
C -4.265239 0.494472 1.366092 -1.55 1.04 -0.23 0.055
C -2.671953 1.996183 -0.236866 1.28 -0.13 0.15 -0.164
C 3.646767 7.145882 3.188167 -0.68 0.23 -0.20 -0.116
C -2.068997 -5.115962 -3.164589 -0.37 -0.32 0.09 -0.246
C 3.024611 6.546705 0.994173 1.24 -0.52 -1.99 -0.459
C 0.931488 1.748926 5.380003 0.63 -1.01 0.19 -0.700
C 5.305234 -0.185937 0.064675 0.41 -0.79 -0.16 -0.130
C 2.721864 -0.143171 -0.148251 -0.64 -1.60 0.03 -0.328
C 1.134663 0.990423 3.222861 -0.08 1.42 0.95 -0.029
H 1.721119 4.400514 -2.472972 0.55 -0.19 -0.87 0.086
H 0.672610 5.446828 3.088755 -0.13 0.15 0.42 0.114
H 1.034285 -3.551634 5.088572 -0.35 -0.34 0.31 0.103
H 2.867119 -1.206365 0.226022 -0.44 0.57 -0.03 0.009
H 0.352532 0.522044 -6.083358 -0.43 -0.04 0.29 0.013
H 2.094082 -4.124072 -1.575453 -1.05 -0.92 1.37 0.000
H -1.208577 -3.485634 -6.748062 0.44 1.20 0.33 0.039
H 0.478117 3.776398 -1.478511 -0.41 -0.39 -0.03 0.057
H -1.222293 -5.694666 -2.864445 0.88 -0.42 0.15 -0.010
H -3.604217 -0.727600 -4.577501 0.27 0.50 0.21 0.020
H -2.912024 -1.912676 5.589838 -0.06 -0.09 -0.13 0.095
H 2.687773 -2.540118 -1.909898 0.65 0.84 0.57 -0.019
H 3.465705 3.671657 4.688433 -0.29 -0.09 0.01 0.101
H 5.542473 -0.501934 -0.981846 -0.63 0.36 0.50 0.076
H 4.968325 7.357234 1.528347 -0.01 0.16 -0.29 0.100
H -2.085364 -5.175500 -4.251281 -0.21 0.53 -0.01 0.020
H -1.160651 -1.937434 -7.582707 0.02 0.28 -0.61 -0.004
H 5.415994 -1.095078 0.681982 -0.35 0.19 -0.20 0.062
H 2.218892 6.637360 4.684961 0.10 0.39 -0.05 0.093
H 1.022943 0.331312 2.420573 -0.18 -0.87 -0.97 0.075
H -4.269061 -3.680550 -1.420578 -0.33 0.09 -0.02 0.027
H 3.293589 2.626931 -0.155439 -0.52 -0.50 -0.01 0.048
H -3.941940 -2.588775 -2.789466 -1.06 0.48 -1.42 -0.031
H 2.586776 3.487870 6.258861 0.15 -0.43 0.00 0.032
H 2.162372 2.811578 2.457692 -0.36 -0.61 1.02 0.132
H -1.351525 1.079432 -6.040177 0.09 -0.03 0.19 0.009
H 1.961807 4.631415 5.094768 0.93 -1.19 -0.01 0.080
H 3.471206 -2.810371 -5.047318 -0.58 0.72 0.28 0.025
H 4.147387 7.638389 3.979483 1.41 0.40 0.13 0.085
H 4.435061 1.970192 -1.282120 0.04 -0.15 -0.23 0.072
H 6.130528 0.450149 0.366296 0.35 0.32 0.13 0.043
H -2.073960 -3.883663 0.384548 0.09 0.26 0.50 -0.001
H -2.889723 -5.678798 -2.747831 -0.73 -0.42 -0.05 0.010
H 0.308217 -5.215762 -5.146048 -0.72 -0.05 0.09 -0.010
H -1.572183 -5.400388 -0.384404 0.19 0.34 0.06 0.019
H -3.698536 -1.989784 -1.165920 0.07 -0.25 -0.05 0.024
H -4.633181 -2.287211 3.604936 -0.11 -0.71 -0.20 -0.017
H 2.769449 -0.362194 -1.245614 0.17 0.47 0.02 -0.015
H 2.219727 -2.866201 -6.189982 -0.42 0.04 0.49 -0.001
H -3.533589 -2.298598 -5.135790 -0.05 -1.02 -0.14 -0.002
H -6.161666 -3.156784 2.980436 1.15 -0.06 0.72 0.043
H -1.476902 -3.942468 5.500280 -0.17 -0.41 0.19 0.093
H 3.339719 -4.014368 -2.685114 1.10 -0.08 -0.16 0.015
H 3.957490 0.711186 1.428876 -0.30 -0.47 -0.92 0.117
H -4.329525 3.296630 -0.571843 0.42 -0.18 0.86 0.134
H -0.418795 0.813970 -4.490760 -0.11 0.36 -0.48 -0.009
H 1.022339 -5.682975 -3.518275 -0.29 -0.04 -0.51 0.013
H -0.378468 -4.065682 -0.204264 0.34 -0.02 0.49 -0.002
H -6.156767 2.958352 0.771181 -0.31 0.02 0.12 0.098
H -4.926007 -0.154586 1.927258 0.23 0.04 0.21 0.115
H 4.883213 2.543976 0.282218 1.22 0.13 0.65 0.047
H 0.330076 -2.626458 -6.890502 0.27 0.20 -0.11 -0.027
H 2.028495 -5.327908 -4.986057 -0.96 0.32 0.94 0.038
H -2.018392 0.323170 5.158682 1.06 -0.94 0.02 0.144
H 2.362984 -1.352832 -5.324609 0.25 -0.42 0.41 0.018
H -3.371571 -0.994531 -6.280670 -0.29 0.16 -0.63 0.005
```
Positions in Å, forces in eV/Å.

=====

Which of these has the highest electronic energy? C5H27N3O6

=====

What is the electronic energy in the second record? -821.74923 Eh

=====

Among the records above, which one has the highest electronic energy? C5H27N3O6